Computed, not measured: a cluster of 3 separate species, C5H17N2O3 in total, with ωB97M-V/def2-TZVPD.

Geometry as XYZ:
```
27
C5H17N2O3 ωB97M-V/def2-TZVPD
N -1.8139 -0.8093 -1.2784
C -0.8378 -0.2527 -0.3109
C 0.3857 0.3565 -0.9962
N 1.6443 0.4101 -0.4842
C 1.6868 1.1885 1.7941
C 2.0218 0.0145 0.9060
C 3.5327 -0.3252 0.8122
O 0.0729 1.0470 -1.9677
H -2.4139 -1.4337 -0.7049
H -2.3257 -0.0468 -1.8765
H -1.2302 -1.3951 -1.8957
H -0.7020 -0.8949 0.5633
H -1.2609 0.5957 0.2542
H 2.3386 1.0022 -0.9685
H 0.7116 1.6607 1.6942
H 2.3503 2.0714 1.6951
H 1.8815 0.8525 2.8424
H 1.4193 -0.8687 1.1536
H 3.5803 -1.4052 1.0350
H 4.0900 0.3464 1.4714
H 4.0349 -0.2322 -0.1635
H -3.2337 -2.9466 1.0552
H -3.9136 -1.5972 1.4390
O -3.2514 -2.0026 0.8676
H -2.4082 1.6168 -2.9270
H -3.2748 1.8369 -1.6472
O -3.0845 1.2108 -2.3625
```

## Properties
F_max (eV/Å): 2.9
Multiplicity: 2
DFT total energy (Eh): -535.24728
Net charge: +2
Energy above the lowest of the compared OMol25 structures with the same formula, charge and spin (kJ/mol): 51.6
HOMO-LUMO gap (spin up / spin down) (hartree): 0.41014 / 0.23944
Molar mass (g mol⁻¹): 153.2

Here are the natural (NBO) charges for atoms 1 to 2, given in e:
1 N -0.72
2 C -0.34